Model w:
Molecular formula: CH6N2OS
Method: DFT, wB97M-V/def2-TZVPD

Summary:
Multiplicity: 1
LUMO level (eV): 0.79
HOMO-LUMO gap (eV): 10.158
SMILES: CN[S@H](=N)=O

Geometry as XYZ:
```
11
Properties=species:S:1:pos:R:3:lowdin_charge:R:1
C -1.33 -0.66 0.45 -0.108
N -0.25 0.31 0.03 -0.298
S 1.27 -0.17 0.17 0.613
N 2.34 1.02 0.31 -0.266
O 1.56 -1.29 -0.66 -0.381
H -2.24 -0.44 -0.16 0.099
H -0.83 -1.61 0.22 0.062
H -1.49 -0.64 1.55 0.079
H -0.62 1.07 -0.56 0.115
H 1.01 -0.72 1.41 0.081
H 2.96 1.09 -0.51 0.002
```



Model x:
Molecular formula: CH6N2OS
Method: DFT, wB97M-V/def2-TZVPD

Summary:
Multiplicity: 1
LUMO level (eV): 0.76
HOMO-LUMO gap (eV): 10.309
SMILES: CN[S@H](=N)=O

Geometry as XYZ:
```
11
Properties=species:S:1:pos:R:3:lowdin_charge:R:1
C 1.10 -0.13 1.22 -0.139
N 0.16 -0.53 0.22 -0.255
S -0.53 0.44 -0.89 0.630
N -1.64 -0.54 -1.48 -0.305
O 0.36 1.28 -1.64 -0.379
H 0.71 -0.39 2.20 0.078
H 2.07 -0.56 1.26 0.063
H 1.33 0.94 1.31 0.092
H -0.47 -1.27 0.39 0.075
H -1.18 1.37 -0.04 0.075
H -1.92 -0.60 -2.55 0.066
```



Model y:
Molecular formula: CH6N2OS
Method: DFT, wB97M-V/def2-TZVPD

Summary:
Multiplicity: 1
LUMO level (eV): 0.87
HOMO-LUMO gap (eV): 10.299
SMILES: C[S@](=N)(N)=O

Geometry as XYZ:
```
11
Properties=species:S:1:pos:R:3:lowdin_charge:R:1
C -0.84 -0.85 -0.94 -0.130
S 0.18 0.41 -0.05 0.600
N 1.66 0.20 -0.21 -0.258
N -0.16 0.04 1.61 -0.094
O -0.32 1.74 -0.41 -0.364
H -0.57 -1.88 -0.86 0.056
H -1.84 -0.52 -0.75 0.048
H -0.67 -0.66 -1.98 0.052
H 2.08 1.11 -0.43 0.021
H 0.53 -0.54 2.02 0.035
H -0.04 0.96 1.99 0.035
```



Which structure loses on stability? model x does.



Model w:
Molecular formula: C14H23N7O3
Method: DFT, wB97M-V/def2-TZVPD

Summary:
Multiplicity: 1
LUMO level (eV): -0.63
HOMO-LUMO gap (eV): 8.028

Geometry as XYZ:
```
47
Properties=species:S:1:pos:R:3:lowdin_charge:R:1
C -0.24 -3.01 3.25 -0.053
C 0.12 -2.85 1.67 -0.200
H 1.20 -2.73 1.47 0.097
H -0.38 -3.74 1.11 0.120
C -0.66 -1.73 0.99 -0.428
N -0.50 -1.32 -0.20 -0.192
C -0.98 -2.41 -1.00 -0.087
H -0.16 -3.06 -1.39 0.127
C -1.28 -1.72 -2.66 -0.206
C -2.26 -0.71 -2.52 -0.176
H -2.00 0.37 -1.90 0.132
H -3.31 -0.95 -2.16 0.091
H -2.51 -0.49 -3.62 0.093
H -1.56 -2.50 -3.13 0.013
H -0.35 -1.36 -3.17 0.123
H -1.87 -2.74 -0.61 0.088
C 0.94 -0.95 -0.47 -0.005
C 1.09 0.55 0.04 0.015
C 0.41 1.74 0.30 -0.173
N 1.04 2.76 0.77 0.162
N 2.25 2.42 0.38 0.020
N 2.26 1.25 0.20 -0.063
C 3.60 0.71 -0.19 -0.115
N 3.75 -0.53 -0.58 0.209
O 5.14 -0.54 -1.12 -0.067
N 5.88 0.42 -0.46 0.157
C 4.90 1.06 -0.04 -0.272
N 5.13 2.61 0.48 0.206
H 5.93 2.80 0.61 -0.080
H 4.31 2.99 0.73 -0.021
C -1.16 1.80 0.48 -0.508
O -1.79 1.30 1.39 0.100
O -1.72 2.25 -0.53 0.029
C -3.19 2.27 -0.53 -0.128
C -3.55 3.63 0.21 -0.054
H -2.99 4.74 -0.24 0.174
H -3.17 3.66 1.07 -0.044
H -4.60 3.87 0.44 0.075
H -3.50 2.46 -1.53 0.116
H -3.73 1.68 0.11 0.092
H 1.76 -1.51 0.08 0.128
H 0.94 -0.73 -1.36 0.023
H -1.86 -1.66 1.32 0.197
H -0.38 -0.85 1.77 0.146
H 0.01 -2.10 3.64 0.028
H -1.21 -3.11 3.35 -0.008
H 0.25 -4.03 3.58 0.119
```



Model x:
Molecular formula: C14H23N7O3
Method: DFT, wB97M-V/def2-TZVPD

Summary:
Multiplicity: 1
LUMO level (eV): 0.23
HOMO-LUMO gap (eV): 8.956
SMILES: CCCN(CCC)Cc1c(C(=O)OCC)nnn1-c1nonc1N

Geometry as XYZ:
```
47
Properties=species:S:1:pos:R:3:lowdin_charge:R:1
C -1.57 4.63 0.03 -0.110
C -1.67 3.13 0.26 -0.247
C -0.46 2.41 -0.33 -0.222
N -0.36 1.03 0.13 -0.165
C -1.50 0.18 -0.17 -0.192
C -1.86 0.01 -1.66 -0.236
C -2.93 -1.06 -1.83 -0.102
C 0.92 0.42 -0.22 -0.122
C 1.18 -0.69 0.72 -0.092
C 1.14 -2.08 0.61 -0.120
C 0.86 -2.94 -0.55 -0.445
O 0.57 -4.10 -0.48 0.134
O 0.96 -2.25 -1.70 -0.029
C 0.70 -2.98 -2.90 -0.216
C 1.93 -3.76 -3.36 -0.057
N 1.37 -2.60 1.84 0.108
N 1.54 -1.67 2.67 0.050
N 1.43 -0.49 2.04 0.030
C 1.58 0.69 2.74 -0.175
N 1.69 1.88 2.23 0.140
O 1.84 2.72 3.26 -0.072
N 1.83 2.07 4.45 0.112
C 1.67 0.79 4.18 -0.334
N 1.56 -0.21 5.06 0.148
H -2.44 5.14 0.44 0.069
H -0.68 5.03 0.51 0.072
H -1.51 4.85 -1.03 0.072
H -1.70 2.93 1.34 0.115
H -2.59 2.76 -0.18 0.100
H -0.50 2.48 -1.43 0.125
H 0.44 2.92 0.01 0.110
H -1.29 -0.81 0.25 0.119
H -2.36 0.58 0.36 0.119
H -0.97 -0.28 -2.22 0.091
H -2.22 0.95 -2.06 0.103
H -3.19 -1.17 -2.88 0.071
H -3.83 -0.80 -1.27 0.074
H -2.57 -2.02 -1.46 0.070
H 0.96 0.04 -1.25 0.118
H 1.69 1.18 -0.09 0.120
H -0.13 -3.67 -2.73 0.124
H 0.42 -2.23 -3.64 0.123
H 2.78 -3.08 -3.49 0.080
H 1.72 -4.25 -4.30 0.079
H 2.19 -4.51 -2.62 0.078
H 1.76 -0.03 6.03 0.110
H 1.60 -1.15 4.69 0.073
```



Which structure loses on stability? model w does.



Model w:
Molecular formula: CH3BrOS
Method: DFT, wB97M-V/def2-TZVPD

Summary:
Multiplicity: 1
LUMO level (eV): -0.16
HOMO-LUMO gap (eV): 8.854
SMILES: COSBr

Geometry as XYZ:
```
7
Properties=species:S:1:pos:R:3:lowdin_charge:R:1
C 0.65 -0.49 -0.11 -0.236
O 0.17 0.32 0.90 -0.674
S -1.44 0.54 1.09 0.444
Br -1.85 1.68 -0.72 0.236
H 0.03 -0.48 -0.94 0.011
H 0.95 -1.59 0.29 0.147
H 1.48 0.02 -0.52 0.073
```



Model x:
Molecular formula: CH3BrOS
Method: DFT, wB97M-V/def2-TZVPD

Summary:
Multiplicity: 1
LUMO level (alpha / beta) (eV): -2.02 / -2.67
HOMO-LUMO gap (alpha / beta) (eV): 8.011 / 6.991

Geometry as XYZ:
```
7
Properties=species:S:1:pos:R:3:lowdin_charge:R:1
C 0.82 -0.28 0.08 -0.296
O -0.62 1.79 -0.62 -0.507
S -0.57 0.83 0.46 0.778
Br -2.91 -0.89 0.01 -0.120
H 1.68 0.13 0.60 0.047
H 1.00 -0.29 -0.99 0.055
H 0.61 -1.28 0.45 0.043
```



Which structure loses on stability? model x does.



Model w:
Molecular formula: C3H5NS2
Method: DFT, wB97M-V/def2-TZVPD

Summary:
Multiplicity: 1
LUMO level (eV): -1.08
HOMO-LUMO gap (eV): 7.946

Geometry as XYZ:
```
11
Properties=species:S:1:pos:R:3:lowdin_charge:R:1
C -0.32 0.58 0.13 -0.354
C 0.46 0.10 1.32 -0.388
C 1.13 -1.19 1.10 -0.521
H -3.55 1.25 -0.48 -0.065
H 0.17 1.17 -0.71 0.105
H -0.27 0.06 2.07 0.071
H 1.37 0.69 1.83 0.156
H 0.53 -2.42 1.85 0.221
N -1.54 0.19 0.04 -0.345
S -2.30 1.09 -1.27 0.637
S 2.60 -1.03 0.01 0.484
```



Model x:
Molecular formula: C3H5NS2
Method: DFT, wB97M-V/def2-TZVPD

Summary:
Multiplicity: 1
LUMO level (eV): -1.64
HOMO-LUMO gap (eV): 7.777

Geometry as XYZ:
```
11
Properties=species:S:1:pos:R:3:lowdin_charge:R:1
C -0.74 -0.78 -0.59 -0.600
C 0.47 -0.29 0.32 -0.840
C 0.53 1.23 0.16 -0.387
H -2.21 1.28 0.83 0.056
H -0.76 -1.96 -1.02 0.140
H -0.78 0.03 -1.67 0.147
H 0.34 -0.74 1.30 0.070
H 2.80 -1.34 1.66 0.123
N 0.47 2.33 -0.20 0.151
S -2.43 -0.31 0.15 0.491
S 2.16 -0.60 -0.09 0.649
```



Which structure loses on stability? model x does.